# 1
Entry from the Open Molecules 2025 dataset: C8H8Cl2N2O3SeTm2 as an isolated structure in a non-equilibrium geometry (wB97M-V/def2-TZVPD).

Positions of all 26 atoms, in Å:
1 H 0.846 -2.749 2.108
2 Cl 0.585 -3.379 -4.028
3 H 0.969 1.771 3.872
4 O 2.548 2.505 0.433
5 O 0.735 -2.063 -7.724
6 C 0.925 -0.296 3.069
7 Tm -1.156 -1.964 -4.894
8 H -0.609 3.202 1.641
9 H -0.911 -2.670 1.922
10 Tm 0.055 -0.088 -0.276
11 C -1.209 2.521 2.251
12 C -0.928 0.084 1.810
13 Cl -0.662 1.840 -1.652
14 O 0.795 0.797 -5.592
15 N -0.511 1.245 2.392
16 H 1.702 -0.898 3.517
17 Se -2.398 -0.298 0.698
18 C 0.032 -2.214 1.611
19 C 1.839 1.638 0.162
20 C 0.125 -0.095 -5.264
21 H -1.383 2.957 3.239
22 C 0.560 0.994 3.242
23 H 0.135 -2.308 0.500
24 N 0.098 -0.818 2.069
25 H -2.154 2.324 1.744
26 C -0.026 -2.038 -6.850

Force components x, y, z for each atom (eV/Å):
0.029 -0.040 -0.391
-1.215 1.222 -0.403
0.012 -0.050 0.054
-2.980 -3.599 -1.278
-3.992 0.107 4.385
0.392 -0.188 -0.568
-1.413 -2.551 1.759
-0.022 -0.045 0.165
0.033 0.067 -0.306
0.258 1.336 -2.164
-0.333 0.484 0.015
0.457 0.589 1.244
0.473 -1.212 0.038
-3.624 -4.842 1.824
-0.457 -0.932 0.347
0.055 0.136 0.021
0.200 0.091 0.280
0.210 -0.322 1.064
3.333 3.794 1.598
4.760 6.861 -1.780
0.000 -0.084 -0.161
-0.297 0.176 -0.351
0.028 -0.230 0.466
-1.061 -0.206 0.661
0.031 0.154 0.150
5.125 -0.714 -6.670

Calculated values
relative energy (zero: lowest compared OMol25 entry of this formula, charge and spin)	0.00	kcal/mol
E_LUMO (spin up / spin down)	-16.2 / -16.2	eV
multiplicity	5
total charge	+4
maximum force	8.54	eV/Å

natural (NBO) analysis output, partial charges in e: 0.297 -0.434 0.308 -0.274 -0.158 -0.002 2.090 0.248 0.303 1.574 -0.432 0.032 -0.457 -0.176 -0.284 0.300 0.085 -0.399 0.448 0.337 0.286 -0.006 0.148 -0.430 0.258 0.338

=====

# 2
Entry from the Open Molecules 2025 dataset: a 2-piece molecular cluster, C8H8F2OS overall in a non-equilibrium geometry (wB97M-V/def2-TZVPD).

Positions of all 20 atoms, in Å:
1 C 0.428 -1.986 -0.933
2 S 1.311 1.932 0.901
3 H -0.761 2.677 1.819
4 C 0.303 -0.663 -0.667
5 F 1.496 -2.682 -0.567
6 C -0.534 -2.689 -1.643
7 H -2.584 -2.458 -2.578
8 C -0.843 -0.083 -1.151
9 F -0.923 1.269 -1.041
10 O 2.661 2.553 0.784
11 H -0.374 -3.758 -1.805
12 C 1.273 0.665 2.201
13 C -1.768 -0.710 -1.913
14 H 0.402 0.845 2.777
15 H 1.088 -0.215 1.683
16 H 0.624 4.038 1.929
17 C 0.345 2.943 1.755
18 H 2.083 0.577 2.847
19 C -1.672 -2.100 -2.054
20 H -2.555 -0.153 -2.344

Force components x, y, z for each atom (eV/Å):
0.426 -0.418 -0.160
2.402 -0.470 -0.276
1.653 0.326 -0.010
-0.785 -0.431 -0.220
0.763 -0.232 0.414
0.241 -2.167 0.239
1.302 -0.857 0.345
1.169 2.360 -0.125
-0.462 -0.032 0.099
-0.486 -0.510 -0.144
0.107 0.325 0.179
-1.135 0.397 -0.645
-0.086 -1.056 0.679
-0.784 0.176 0.645
0.043 -1.959 -0.870
-0.298 -1.809 -0.432
-3.019 3.365 1.085
1.793 0.332 0.769
-2.065 2.153 -1.316
-0.778 0.507 -0.255

Calculated values
relative energy (zero: lowest compared OMol25 entry of this formula, charge and spin)	106.84	kcal/mol
E_LUMO (spin up / spin down)	-0.8 / -2.0	eV
total charge	0
maximum force	4.65	eV/Å

natural (NBO) analysis output, partial charges in e: 0.305 1.334 0.216 0.028 -0.309 -0.297 0.234 0.290 -0.332 -0.952 0.238 -0.798 -0.293 0.228 0.224 0.243 -0.665 0.247 -0.176 0.233

=====

# 3
Entry from the Open Molecules 2025 dataset: a 3-piece molecular cluster, C8H8F3N3 overall in a non-equilibrium geometry (wB97M-V/def2-TZVPD).

Positions of all 22 atoms, in Å:
1 N -6.663 1.800 0.657
2 H -5.975 2.422 0.144
3 F -7.083 -1.376 -0.529
4 H 19.189 -1.779 0.530
5 H 20.402 -0.383 0.826
6 H -6.081 1.032 1.059
7 C -10.208 1.669 -0.423
8 F -7.843 -0.855 1.463
9 C -9.311 -1.224 -0.254
10 C 19.474 -0.799 0.247
11 F -7.962 -2.862 0.744
12 H 20.159 -0.913 -0.722
13 C -10.409 -1.076 -0.807
14 C -7.880 1.605 0.396
15 N -8.983 1.633 0.003
16 C -11.276 1.240 -0.814
17 H 16.524 1.140 -0.607
18 H -12.244 1.100 -1.056
19 H -11.373 -1.266 -1.136
20 C -8.103 -1.597 0.398
21 C 18.305 -0.030 0.090
22 N 17.340 0.519 -0.207

Force components x, y, z for each atom (eV/Å):
4.191 -0.602 0.506
-1.857 -0.347 0.377
-0.267 0.317 0.795
-0.071 -1.038 0.629
-2.414 -0.369 -0.010
-1.109 0.485 0.011
-1.630 -0.726 -0.485
0.328 0.712 0.957
-5.144 0.045 -2.111
4.717 0.380 -1.124
-0.620 -0.093 0.164
-2.295 0.322 1.132
5.054 -1.600 2.640
-2.779 0.614 -1.808
2.000 0.413 0.866
3.502 1.972 1.241
2.199 -1.806 1.295
-2.680 -0.445 -0.770
-1.220 0.073 -0.715
2.211 -0.818 -1.668
-1.089 1.283 -1.339
-1.027 1.227 -0.583

Calculated values
relative energy (zero: lowest compared OMol25 entry of this formula, charge and spin)	8.91	kcal/mol
E_LUMO	-6.0	eV
total charge	+2
maximum force	5.92	eV/Å

natural (NBO) analysis output, partial charges in e: -0.785 0.484 -0.340 0.313 0.351 0.474 0.123 -0.317 -0.190 -0.829 -0.270 0.352 -0.080 0.785 -0.288 -0.024 0.547 0.248 0.248 0.931 0.695 -0.429

=====

# 4
Entry from the Open Molecules 2025 dataset: a 2-piece molecular cluster, C8H8FO5 overall (wB97M-V/def2-TZVPD).

Positions of all 22 atoms, in Å:
1 H -4.141 -0.704 -2.908
2 C 2.630 -0.847 0.743
3 F -1.379 1.046 2.199
4 H -0.033 1.328 0.187
5 H 2.464 2.480 0.893
6 O -1.618 -0.698 -0.689
7 O 2.305 -1.983 0.658
8 C -3.323 -0.236 -2.345
9 O 5.099 1.459 1.001
10 C 0.323 0.435 0.694
11 C 2.676 1.422 0.853
12 H -3.732 0.597 -1.766
13 C -2.628 -1.236 -1.402
14 O 0.216 -0.207 3.013
15 C -0.233 0.354 2.076
16 H -2.597 0.169 -3.057
17 O 3.978 -0.487 0.864
18 H -3.443 -1.672 -0.767
19 C 4.054 0.889 0.909
20 H -2.316 -2.098 -2.048
21 H -0.113 -0.428 0.135
22 C 1.812 0.415 0.759

Force components x, y, z for each atom (eV/Å):
-0.002 -0.019 0.005
0.079 -0.121 0.172
-0.207 0.082 0.021
-0.087 -0.080 0.015
0.043 -0.049 -0.016
0.079 0.153 0.053
-0.041 0.152 -0.024
0.014 0.033 0.004
-0.044 0.028 -0.040
0.484 0.050 0.228
-0.002 0.122 -0.110
0.031 0.007 -0.004
-0.177 -0.299 -0.135
0.260 -0.285 0.504
-0.145 0.169 -0.543
0.003 0.017 0.023
-0.122 0.075 -0.124
0.043 0.044 0.022
-0.030 -0.096 0.137
0.034 0.045 0.024
-0.268 0.096 -0.191
0.057 -0.125 -0.020

Calculated values
relative energy (zero: lowest compared OMol25 entry of this formula, charge and spin)	23.16	kcal/mol
E_LUMO	1.9	eV
total charge	-1
maximum force	0.63	eV/Å

natural (NBO) analysis output, partial charges in e: 0.166 0.752 -0.337 0.258 0.232 -0.986 -0.481 -0.633 -0.541 -0.640 -0.295 0.182 0.000 -0.570 0.911 0.180 -0.510 0.076 0.757 0.076 0.398 0.007

=====

Which value of relative energy (zero: lowest compared OMol25 entry of this formula, charge and spin) does entry 1 give?
0.00 kcal/mol